No. 1
The following is a quantum chemistry calculation of 2 unconnected molecules or ions with the total composition C3H9NS2 at a distorted geometry, from OMol25.

Summary:
ΔE to the lowest compared entry with this formula, charge and spin, kcal per mole: 48.3
LUMO energy, eV: 0.75
Highest occupied orbital energy, eV: -8.033
Strongest force on any atom, eV/Å: 2.213

CARTESIAN COORDINATES (ANGSTROEM)
C 4.2917 0.4446 3.2915
N 4.5971 -0.6717 2.7804
C 6.0023 -0.9699 2.4532
H 3.4339 0.3873 3.9607
H 4.8868 1.3627 3.2070
H 6.6709 -0.5902 3.2308
H 6.0134 -2.0616 2.5402
H 6.3577 -0.6833 1.4674
C -4.6091 0.8125 -1.6300
S -3.1413 0.0014 -0.8327
S -1.7846 0.1873 -2.2876
H -4.5184 1.8823 -1.4986
H -4.7737 0.5828 -2.6872
H -5.5141 0.4421 -1.1511
H -0.9576 -0.8181 -1.9032

=====

No. 2
The following is a quantum chemistry calculation of a molecular structure, C49H59BBrKN9P2Sb, from OMol25.

Summary:
ΔE to the lowest compared entry with this formula, charge and spin, kcal per mole: 3.6
LUMO energy, eV: 0.10
Highest occupied orbital energy, eV: -7.919
Strongest force on any atom, eV/Å: 0.154

CARTESIAN COORDINATES (ANGSTROEM)
K 0.0399 0.8335 0.1854
C -1.7247 5.1779 2.1942
C -0.6965 4.2778 1.8809
N -1.1750 3.1492 1.3692
N -2.5144 3.2952 1.3466
C -2.8691 4.4980 1.8373
B -3.4930 2.1850 0.8873
N -3.2890 0.9269 1.7673
C -4.1599 0.4994 2.7011
C -3.5552 -0.4952 3.4414
C -2.2788 -0.5993 2.8702
N -2.1260 0.2551 1.8664
N -3.3781 1.9249 -0.6318
C -4.3152 2.2486 -1.5448
C -3.7994 2.0162 -2.8012
C -2.5075 1.5330 -2.5443
N -2.2593 1.4888 -1.2416
H -1.6463 6.1649 2.6160
H 0.3689 4.4002 2.0063
H -3.9066 4.7812 1.8974
H -4.6122 2.5837 1.0929
H -5.1408 0.9384 2.7755
H -3.9680 -1.0477 4.2685
H -1.4591 -1.2419 3.1578
H -5.2768 2.6208 -1.2333
H -4.2833 2.1652 -3.7512
H -1.7514 1.2141 -3.2478
C -1.7741 -4.5111 -0.4240
N -1.1680 -3.1833 -0.3227
P 0.4625 -3.0229 0.1654
C 1.3241 -4.2733 -0.8713
C 1.4147 -5.6362 -0.5909
C 2.0028 -6.5063 -1.4972
C 2.5019 -6.0283 -2.7017
C 2.4114 -4.6765 -2.9990
C 1.8300 -3.8079 -2.0855
C 0.4730 -3.8405 1.8032
C -0.6569 -3.8211 2.6174
C -0.5995 -4.2882 3.9233
C 0.5893 -4.7892 4.4341
C 1.7226 -4.8156 3.6314
C 1.6666 -4.3354 2.3311
P -1.6732 -1.8853 -1.3382
C -1.7041 -2.6358 -3.0168
C -2.6211 -3.5970 -3.4451
C -2.5228 -4.1513 -4.7117
C -1.5119 -3.7452 -5.5748
C -0.6055 -2.7775 -5.1707
C -0.7061 -2.2288 -3.8990
C -3.4596 -1.7941 -0.9698
C -4.3414 -1.2865 -1.9219
C -5.6779 -1.0896 -1.6103
C -6.1521 -1.4018 -0.3443
C -5.2796 -1.8996 0.6128
C -3.9411 -2.0866 0.3036
H -1.4324 -5.0442 -1.3157
H -2.8597 -4.4178 -0.4645
H -1.5186 -5.1051 0.4548
H 1.0235 -6.0217 0.3428
H 2.0647 -7.5625 -1.2675
H 2.9547 -6.7112 -3.4091
H 2.7855 -4.3003 -3.9431
H 1.7467 -2.7531 -2.3204
H -1.5871 -3.4308 2.2234
H -1.4862 -4.2578 4.5443
H 0.6344 -5.1519 5.4528
H 2.6540 -5.2074 4.0216
H 2.5603 -4.3568 1.7168
H -3.4287 -3.8996 -2.7896
H -3.2394 -4.8975 -5.0309
H -1.4401 -4.1767 -6.5652
H 0.1730 -2.4456 -5.8462
H -0.0045 -1.4636 -3.5827
H -3.9825 -1.0297 -2.9110
H -6.3476 -0.6831 -2.3577
H -7.1962 -1.2475 -0.1021
H -5.6334 -2.1278 1.6099
H -3.2608 -2.4439 1.0656
Br 0.5385 -1.5578 6.9230
C 0.8180 -0.6973 5.2628
C 1.5932 -1.3097 4.2955
C 1.7510 -0.6439 3.0904
N 1.1912 0.5327 2.8123
C 0.4346 1.0931 3.7597
C 0.2307 0.5269 5.0098
H 2.0451 -2.2762 4.4608
H 2.3445 -1.0927 2.2999
H -0.0532 2.0241 3.4921
H -0.3964 1.0147 5.7419
C 4.2668 5.5339 1.1129
C 3.3929 4.2917 1.2391
C 4.1353 3.1265 1.8939
Sb 2.4366 3.5137 -0.5554
C 4.1730 2.7568 -1.6364
C 3.7166 2.4355 -3.0592
C 5.4692 3.5591 -1.6296
C 1.9502 5.3140 -1.6768
C 3.0869 6.1425 -2.2626
C 1.0173 6.1621 -0.8116
H 4.6887 5.7939 2.0901
H 3.6991 6.3967 0.7648
H 5.1014 5.3860 0.4280
H 2.5438 4.5439 1.8810
H 4.9825 2.7986 1.2858
H 3.4794 2.2653 2.0468
H 4.5315 3.4219 2.8704
H 4.3631 1.8091 -1.1240
H 3.4680 3.3442 -3.6138
H 2.8317 1.7936 -3.0674
H 4.5064 1.9216 -3.6168
H 5.3428 4.5592 -2.0433
H 6.2258 3.0491 -2.2370
H 5.8787 3.6637 -0.6254
H 1.3577 4.9110 -2.5044
H 3.7732 6.5021 -1.4955
H 2.6793 7.0218 -2.7733
H 3.6674 5.5825 -2.9958
H 1.5326 6.5542 0.0695
H 0.1523 5.5953 -0.4618
H 0.6457 7.0216 -1.3780
N 3.7172 -1.1364 -0.7650
C 2.8860 -0.3685 -0.5001
H 4.3967 -1.8231 -1.0164

=====

No. 3
The following is a quantum chemistry calculation of a molecular structure, C28H47BrNO3P3Sn at a distorted geometry, from OMol25.

Summary:
ΔE to the lowest compared entry with this formula, charge and spin, kcal per mole: 0.0
LUMO energy (alpha / beta), eV: -14.31 / -14.50
Highest occupied orbital energy (alpha / beta), eV: -18.023 / -18.548
Charge: +4
Strongest force on any atom, eV/Å: 4.146

CARTESIAN COORDINATES (ANGSTROEM)
C -0.3846 5.8625 -4.0248
C -0.5080 4.6285 -4.6895
C -0.8886 4.6758 -6.0467
C -1.1759 5.9113 -6.6318
N -1.0632 7.0650 -5.9743
C -0.6755 7.0473 -4.6983
C -0.4645 3.3707 -3.9519
C -0.7245 3.0108 -2.7383
C -1.3392 2.8848 -1.4537
C -0.5292 2.6690 -0.3273
C -1.0176 1.9620 0.7608
C -2.3263 1.4313 0.7192
C -3.2315 1.8466 -0.2678
C -2.7518 2.6584 -1.2930
Sn -0.9576 0.9480 -3.4363
P 2.0935 -1.3570 0.8752
H -1.0355 3.7703 -6.6268
H -0.1175 5.9267 -2.9660
H -1.5145 5.9778 -7.6707
H -0.6064 8.0190 -4.2119
H -3.4479 3.0167 -2.0472
H 0.5000 3.0310 -0.3556
H -4.2338 1.4345 -0.2554
H -0.3857 1.6788 1.6052
C 2.3937 -2.9212 1.8262
C 3.4675 -3.8979 1.3581
H 1.4059 -3.4127 1.8519
H 2.5966 -2.5874 2.8534
H 3.6258 -4.6489 2.1370
H 3.1676 -4.4360 0.4537
H 4.4351 -3.4138 1.1897
C 2.8429 -1.6972 -0.7821
C 3.2722 -0.4547 -1.5557
H 2.0743 -2.2590 -1.3331
H 3.6976 -2.3469 -0.6218
H 3.3571 -0.6857 -2.6235
H 2.5595 0.3839 -1.4421
H 4.2755 -0.1364 -1.2333
C 3.3319 -0.2462 1.6545
C 4.7654 -0.7825 1.7521
H 2.9331 -0.0150 2.6574
H 3.3163 0.7014 1.0870
H 5.4299 0.0295 2.0814
H 4.8536 -1.5896 2.4958
H 5.1416 -1.1393 0.7793
Br -2.5547 -0.1840 1.5719
P -2.3632 -3.3287 -1.6109
C -0.5276 -3.3626 -1.3941
C -0.1048 -4.7933 -1.7355
H -0.2643 -3.0878 -0.3546
H -0.1102 -2.6046 -2.0717
H 0.9703 -4.8744 -1.9214
H -0.3625 -5.4801 -0.9209
H -0.6218 -5.1423 -2.6440
C -2.7793 -3.1952 0.1828
C -4.1803 -3.6268 0.5616
H -2.6207 -2.1173 0.3853
H -2.0318 -3.7434 0.7669
H -4.2665 -3.5504 1.6502
H -4.9370 -2.9974 0.0876
H -4.3804 -4.6724 0.2997
C -2.7110 -1.5714 -2.0949
C -2.9795 -1.5886 -3.6030
H -1.8257 -1.0087 -1.7748
H -3.5851 -1.2528 -1.5045
H -3.2687 -0.6031 -4.0047
H -2.0939 -1.9113 -4.1695
H -3.7821 -2.3208 -3.8200
C 1.7278 -0.1882 6.1015
O 0.9413 -0.6896 5.0110
P 0.2915 0.2123 3.8091
O -0.8924 1.0764 4.5495
C -1.9624 0.4379 5.2906
O 1.4072 1.3776 3.5393
C 1.1850 2.7938 3.7863
H 2.7780 -0.0613 5.8137
H 1.6633 -0.9641 6.8656
H 1.3512 0.7550 6.5095
H -1.9473 -0.6699 5.2435
H -1.8735 0.7492 6.3390
H -2.9241 0.7745 4.8656
H 0.2790 3.1856 3.2941
H 1.1481 2.9968 4.8636
H 2.0510 3.3171 3.3574

=====

No. 4
The following is a quantum chemistry calculation of a molecular structure, C18H40B2INO12S3Si2 at a distorted geometry, from OMol25.

Summary:
ΔE to the lowest compared entry with this formula, charge and spin, kcal per mole: 40.3
LUMO energy, eV: -0.10
Highest occupied orbital energy, eV: -8.198
Strongest force on any atom, eV/Å: 2.795

CARTESIAN COORDINATES (ANGSTROEM)
C -0.1292 0.1135 2.9588
C 0.4544 1.1996 2.2947
Si 0.9653 1.1436 0.4799
I 1.2653 -1.2301 -0.1604
C 2.7011 1.9565 0.3670
B 2.6858 3.4220 -0.2649
O 2.1895 3.7472 -1.5468
O 3.2665 4.4828 0.5301
O -0.0301 2.0461 -0.5648
Si -1.7138 1.8397 -0.3152
O -2.4635 2.4963 -1.7206
C -2.4248 2.8538 1.1454
C -2.4168 4.3706 0.7550
N -3.4094 4.8814 0.1311
C -2.2679 0.0002 -0.2672
B -2.1791 -0.7425 -1.6906
O -1.6243 -0.1567 -2.8696
O -2.6351 -2.0977 -1.8532
H 0.4323 -0.8385 3.0374
H -1.1611 0.1884 3.3716
H 0.6227 2.1475 2.8631
H 3.2639 1.8739 1.3191
H 3.2500 1.3126 -0.3682
H 2.7464 4.4085 -1.9677
H 3.8687 4.9290 -0.0788
H -3.3639 2.1444 -1.6785
H -3.4659 2.4891 1.3411
H -1.8669 2.7176 2.0995
H -1.5521 5.0223 0.9876
H -4.1142 4.1539 -0.0310
H -3.3662 0.0473 -0.0151
H -1.7261 -0.5591 0.5320
H -0.6872 0.0012 -2.6843
H -1.8090 -2.5898 -1.9483
C 0.7691 -6.5581 2.6554
C -0.4601 -5.9045 2.0164
C -0.6969 -4.5726 2.7346
S 0.9058 -4.0305 3.3239
O 0.8931 -4.0366 4.7672
O 1.3254 -2.8717 2.5665
C 1.8178 -5.4567 2.7570
H 1.1311 -7.4018 2.0674
H 0.5153 -6.9259 3.6534
H -0.2652 -5.7216 0.9562
H -1.3387 -6.5471 2.0807
H -1.1067 -3.8182 2.0642
H -1.3486 -4.6936 3.5995
H 2.6179 -5.6856 3.4584
H 2.2339 -5.2172 1.7773
C -7.7543 0.2966 -4.1549
C -6.4902 -0.5610 -4.0390
C -5.3094 0.3895 -3.8219
S -5.9782 1.8387 -3.0075
O -5.8515 2.9664 -3.8961
O -5.5012 1.8796 -1.6393
C -7.6805 1.3011 -3.0111
H -8.6603 -0.3074 -4.0984
H -7.7576 0.8219 -5.1139
H -6.5840 -1.2336 -3.1821
H -6.3387 -1.1791 -4.9242
H -4.5425 -0.0566 -3.1913
H -4.8718 0.7088 -4.7669
H -8.3378 2.1579 -3.1459
H -7.8801 0.8212 -2.0518
C 7.5559 1.5265 1.6577
C 8.5097 0.5379 0.9800
C 7.6541 -0.4573 0.1904
S 6.1535 0.4152 -0.2551
O 5.0406 -0.2052 0.4254
O 6.1415 0.6519 -1.6799
C 6.5560 1.9402 0.5844
H 8.0866 2.3882 2.0631
H 7.0354 1.0316 2.4823
H 9.1694 1.0795 0.2967
H 9.1413 0.0241 1.7054
H 8.1558 -0.7927 -0.7155
H 7.3740 -1.3165 0.7991
H 5.6509 2.3904 0.9887
H 7.0150 2.6094 -0.1450